# 1
Below is 2 unconnected molecules or ions with the total composition C5H12N2O at a distorted geometry, with properties calculated with ωB97M-V/def2-TZVPD.

Values from the calculation:
* Kohn-Sham gap: 9.303 eV
* ΔE to the lowest compared entry with this formula, charge and spin: 89.9 kcal per mole
* E_tot: -382.35919 Eh
* LUMO: 0.5 eV
* SMILES: C[C@H](N)C#N.CCO

Atoms and positions in Å:
C (1.07, -1.39, -0.97)
C (1.52, 0.05, -0.69)
N (2.25, 0.12, 0.57)
C (0.35, 0.96, -0.63)
N (-0.27, 1.86, -1.04)
H (0.46, -1.44, -1.87)
H (1.95, -2.03, -1.10)
H (0.50, -1.78, -0.12)
H (2.11, 0.40, -1.56)
H (2.97, -0.58, 0.60)
H (2.67, 1.03, 0.69)
C (-1.03, 0.07, 1.36)
C (-2.38, 0.17, 0.17)
O (-2.63, 1.43, -0.22)
H (-1.48, 0.70, 2.12)
H (0.03, 0.29, 1.49)
H (-1.14, -0.97, 1.66)
H (-3.19, -0.24, 0.77)
H (-2.09, -0.51, -0.64)
H (-1.67, 1.85, -0.59)

natural (NBO) population analysis, charges in e, atoms 1 to 2: C -0.603; C -0.155

# 2
Below is a molecular structure, C51H42AsNO6PPbSi, with properties calculated with ωB97M-V/def2-TZVPD.

Values from the calculation:
* Kohn-Sham gap: 7.609 eV
* ΔE to the lowest compared entry with this formula, charge and spin: 8.6 kcal per mole
* E_tot: -5534.54911 Eh
* LUMO: 2.2 eV
* total charge: -1

Atoms and positions in Å:
Pb (0.17, -3.23, -0.98)
O (-2.35, -8.41, -3.77)
C (-2.02, -7.23, -3.19)
C (-1.70, -6.11, -3.95)
C (-1.31, -4.96, -3.30)
N (-1.22, -4.91, -1.97)
C (-1.56, -5.97, -1.23)
C (-1.98, -7.15, -1.81)
C (-1.41, -5.82, 0.28)
O (-2.01, -6.62, 0.99)
O (-0.63, -4.87, 0.64)
C (-0.93, -3.68, -4.06)
O (-1.14, -3.68, -5.27)
O (-0.44, -2.76, -3.33)
H (-2.28, -8.32, -4.72)
H (-1.74, -6.10, -5.04)
H (-2.26, -7.99, -1.18)
C (-0.68, -1.02, 4.19)
C (0.06, 0.30, 4.07)
As (-0.43, 1.44, 5.60)
C (-2.19, 1.92, 4.89)
C (-3.32, 1.32, 5.44)
C (-4.59, 1.58, 4.93)
C (-4.74, 2.45, 3.87)
C (-3.62, 3.06, 3.30)
C (-2.36, 2.78, 3.80)
C (0.50, 3.09, 5.12)
C (0.06, 4.28, 5.71)
C (0.69, 5.48, 5.45)
C (1.80, 5.51, 4.62)
C (2.26, 4.34, 4.04)
C (1.61, 3.13, 4.29)
P (-0.67, -2.28, 2.79)
C (1.12, -2.16, 2.39)
C (1.95, -3.22, 2.78)
C (3.31, -3.18, 2.51)
C (3.87, -2.09, 1.87)
C (3.06, -1.03, 1.48)
C (1.70, -1.07, 1.73)
C (-1.45, -1.32, 1.41)
C (-1.42, -1.73, 0.04)
C (-2.23, -1.00, -0.84)
C (-2.96, 0.12, -0.47)
C (-2.97, 0.51, 0.86)
C (-2.25, -0.24, 1.78)
H (-1.74, -0.85, 4.41)
H (-0.28, -1.57, 5.05)
H (-0.20, 0.84, 3.15)
H (1.13, 0.14, 4.08)
H (-3.20, 0.64, 6.28)
H (-5.46, 1.09, 5.36)
H (-5.73, 2.67, 3.48)
H (-3.74, 3.73, 2.46)
H (-1.49, 3.24, 3.35)
H (-0.81, 4.26, 6.37)
H (0.33, 6.40, 5.91)
H (2.31, 6.45, 4.42)
H (3.13, 4.35, 3.39)
H (1.98, 2.22, 3.83)
H (1.50, -4.08, 3.26)
H (3.93, -4.03, 2.79)
H (4.93, -2.06, 1.66)
H (3.48, -0.17, 0.97)
H (1.07, -0.25, 1.39)
H (-0.15, -0.33, -1.34)
H (-2.30, -1.33, -1.88)
H (-3.52, 0.68, -1.21)
H (-3.53, 1.38, 1.18)
H (-2.32, 0.06, 2.83)
O (0.77, -0.24, -1.65)
Si (1.16, 0.88, -2.78)
C (2.49, 0.12, -3.85)
C (2.95, -1.17, -3.59)
C (3.91, -1.76, -4.40)
C (4.43, -1.07, -5.48)
C (3.98, 0.22, -5.77)
C (3.01, 0.80, -4.96)
C (-0.33, 1.41, -3.80)
C (-0.56, 2.74, -4.15)
C (-1.72, 3.11, -4.82)
C (-2.68, 2.15, -5.13)
C (-2.44, 0.81, -4.81)
C (-1.27, 0.44, -4.16)
C (1.81, 2.35, -1.80)
C (3.13, 2.80, -1.92)
C (3.62, 3.81, -1.11)
C (2.80, 4.38, -0.14)
C (1.49, 3.93, 0.00)
C (1.00, 2.94, -0.83)
H (2.53, -1.72, -2.76)
H (4.25, -2.77, -4.20)
H (5.19, -1.52, -6.11)
H (4.37, 0.76, -6.62)
H (2.65, 1.80, -5.19)
H (0.17, 3.50, -3.90)
H (-1.89, 4.14, -5.09)
H (-3.61, 2.44, -5.60)
H (-3.17, 0.05, -5.08)
H (-1.08, -0.60, -3.95)
H (3.78, 2.34, -2.66)
H (4.64, 4.15, -1.23)
H (3.19, 5.15, 0.51)
H (0.86, 4.36, 0.77)
H (-0.03, 2.60, -0.71)

Mulliken population analysis, charges in e, atoms 1 to 2: Pb 0.980; O -0.551

Repeat the first record exactly.
Below is 2 unconnected molecules or ions with the total composition C5H12N2O at a distorted geometry, with properties calculated with ωB97M-V/def2-TZVPD.

Values from the calculation:
* Kohn-Sham gap: 9.303 eV
* ΔE to the lowest compared entry with this formula, charge and spin: 89.9 kcal per mole
* E_tot: -382.35919 Eh
* LUMO: 0.5 eV
* SMILES: C[C@H](N)C#N.CCO

Atoms and positions in Å:
C (1.07, -1.39, -0.97)
C (1.52, 0.05, -0.69)
N (2.25, 0.12, 0.57)
C (0.35, 0.96, -0.63)
N (-0.27, 1.86, -1.04)
H (0.46, -1.44, -1.87)
H (1.95, -2.03, -1.10)
H (0.50, -1.78, -0.12)
H (2.11, 0.40, -1.56)
H (2.97, -0.58, 0.60)
H (2.67, 1.03, 0.69)
C (-1.03, 0.07, 1.36)
C (-2.38, 0.17, 0.17)
O (-2.63, 1.43, -0.22)
H (-1.48, 0.70, 2.12)
H (0.03, 0.29, 1.49)
H (-1.14, -0.97, 1.66)
H (-3.19, -0.24, 0.77)
H (-2.09, -0.51, -0.64)
H (-1.67, 1.85, -0.59)

natural (NBO) population analysis, charges in e, atoms 1 to 2: C -0.603; C -0.155